(w)
21
Properties=species:S:1:pos:R:3 method="wB97M-V/def2-TZVPD" charge=0 gap_ha=0.347 lumo_ev=0.93 smiles=CN(C)[C@H]1C[C@@H](S)C1
S 3.62 -0.03 -0.56
N -1.19 0.00 -0.46
C -2.07 1.16 -0.41
C 2.08 -0.08 0.37
C -0.01 0.00 0.36
C 1.06 1.05 0.16
C -1.92 -1.23 -0.27
C 1.02 -1.10 0.01
H 1.08 1.39 -0.90
H -2.93 0.96 -1.02
H 4.40 0.59 0.36
H 1.09 1.97 0.77
H -1.58 2.12 -0.77
H 1.01 -1.30 -1.06
H 1.02 -1.97 0.55
H -1.23 -2.06 -0.46
H -0.25 -0.05 1.51
H -2.48 1.37 0.64
H 2.38 -0.18 1.43
H -2.72 -1.27 -0.98
H -2.36 -1.33 0.73

---

(x)
21
Properties=species:S:1:pos:R:3 method="wB97M-V/def2-TZVPD" charge=0 gap_ha=0.338 lumo_ev=0.43
S 1.03 -1.79 -0.69
N -2.03 -0.96 -0.51
C -0.34 0.52 0.49
C 2.00 -0.12 0.91
C -1.47 -0.54 0.85
C 0.99 0.02 -0.11
C 0.96 1.03 -1.04
C -0.50 1.54 -0.80
H 1.86 -0.99 1.66
H 1.32 0.93 -2.20
H 1.99 0.78 1.57
H -0.56 2.73 -0.68
H -3.39 -0.44 -0.32
H -0.22 -2.13 -1.46
H 1.73 1.81 -0.58
H -2.17 -0.32 1.71
H 3.00 -0.33 0.50
H 0.14 0.83 1.55
H -1.27 1.19 -1.60
H -2.10 -2.26 -0.49
H -0.97 -1.49 1.23

---

Structures ranked by computed energy, the most stable listed first: (w), (x).

---

(w)
19
Properties=species:S:1:pos:R:3 method="wB97M-V/def2-TZVPD" charge=0 gap_ha="0.172 / 0.447" lumo_ev="1.05 / 0.69" s2=0.751 spin_multiplicity=2
N 0.27 0.07 -1.72
C -1.07 -1.76 -0.58
C -0.12 1.96 1.39
C 0.24 -1.37 -1.29
C 0.67 0.94 2.22
H 0.54 -2.07 -2.11
H 1.57 1.36 2.72
H 0.50 2.32 0.59
H 1.13 0.11 1.65
H -1.23 -1.25 0.35
H -0.64 0.53 -1.63
H 0.96 -1.52 -0.48
H -1.05 -2.85 -0.41
H 0.98 0.60 -1.16
H 0.43 0.06 -2.75
H 0.13 0.57 3.10
H -0.94 1.50 0.72
H -0.56 2.69 2.02
H -1.93 -1.56 -1.21

---

(x)
19
Properties=species:S:1:pos:R:3 method="wB97M-V/def2-TZVPD" charge=0 gap_ha="0.176 / 0.456" lumo_ev="1.08 / 0.72" s2=0.750 spin_multiplicity=2
N -0.12 -2.39 0.16
C 0.56 1.89 -1.00
C -1.31 0.32 -0.24
C 0.23 0.59 -0.26
C 0.83 0.45 1.17
H -0.40 -1.55 0.78
H 0.10 1.85 -2.00
H 0.15 2.80 -0.52
H -1.64 -0.50 0.41
H 0.72 -0.22 -0.81
H -1.70 0.12 -1.28
H 1.64 2.03 -1.08
H -1.80 1.24 0.14
H 0.03 -3.23 0.69
H 0.44 1.18 1.87
H 1.95 0.48 1.23
H 0.72 -2.06 -0.29
H 0.48 -0.51 1.58
H -0.87 -2.49 -0.53

---

Structures ranked by computed energy, the most stable listed first: (x), (w).

---

(w)
14
Properties=species:S:1:pos:R:3 method="wB97M-V/def2-TZVPD" charge=+1 gap_ha=0.333 lumo_ev=-4.37
N -1.23 -1.53 -1.25
C -0.22 0.03 1.17
C 1.00 0.56 1.09
C 1.26 1.64 0.18
H -0.48 -0.87 1.70
H -2.01 -1.15 -0.78
H 2.01 1.33 -0.57
H 1.77 0.03 1.75
H -1.18 0.40 0.79
H -0.39 -0.94 -1.26
H 0.31 1.95 -0.22
H -1.10 -2.56 -1.09
H 1.65 2.48 0.73
H -1.37 -1.36 -2.25

---

(x)
14
Properties=species:S:1:pos:R:3 method="wB97M-V/def2-TZVPD" charge=+1 gap_ha=0.451 lumo_ev=-4.06 smiles=CC(C)[NH3+]
N 0.81 -0.78 0.88
C 0.05 -0.36 -1.37
C -0.33 -0.19 0.10
C -0.64 1.21 0.50
H -0.16 2.10 -0.17
H -0.53 1.49 1.51
H 1.65 -0.88 0.32
H 0.99 -0.27 1.88
H 0.57 -1.87 1.19
H -1.75 1.49 0.20
H 1.12 -0.07 -1.61
H -0.61 0.27 -2.07
H -0.01 -1.34 -1.80
H -1.17 -0.80 0.44

---

Structures ranked by computed energy, the most stable listed first: (x), (w).